[1]
{"formula": "C6H16ClO2V", "method": "ωB97M-V with the def2-TZVPD basis set", "total_charge": 1, "homo_lumo_gap_ha": [0.14391, 0.15895], "e_lumo_ev": [-8.27, -7.87], "s2": 3.774, "homo_energy_ev": [-12.19, -12.19], "multiplicity": 4, "species": ["V", "Cl", "C", "C", "C", "O", "H", "H", "H", "H", "H", "H", "H", "H", "C", "C", "C", "O", "H", "H", "H", "H", "H", "H", "H", "H"], "xyz": [[-3.031038, -0.938162, -3.832462], [-1.480651, -0.253559, -1.936610], [-0.923460, 0.951855, 1.816358], [-2.379603, 0.425398, 1.947169], [-3.413744, 1.340330, 1.407951], [-2.427302, -0.736871, 1.274741], [-0.255056, 0.337874, 2.419982], [-0.900707, 1.969959, 2.205017], [-0.612721, 1.107705, 0.783274], [-2.481557, 0.233661, 3.015324], [-3.203117, 2.402400, 1.533365], [-4.393756, 1.073263, 1.803357], [-3.440925, 1.178490, 0.330376], [-2.092181, -0.721576, 0.375258], [3.914238, -0.717037, -1.400211], [2.385624, -1.022067, -1.459614], [1.795946, -0.630540, -0.124466], [1.927289, -0.117272, -2.412993], [4.217575, 0.328815, -1.352550], [4.397735, -1.131781, -2.284701], [4.324954, -1.334951, -0.601711], [2.082999, -2.053806, -1.638585], [2.354725, -1.164418, 0.644192], [0.740637, -0.901544, -0.093061], [1.925544, 0.447564, -0.029590], [0.968553, -0.073730, -2.389808]], "forces_ev_per_a": [[1.949, 0.845, 2.399], [-1.993, -0.827, -2.489], [-0.944, 1.250, 0.624], [2.778, 2.043, 0.492], [-0.723, 0.867, -0.430], [-0.913, -4.192, -0.704], [0.140, -0.044, -0.451], [0.185, 0.070, 0.390], [0.082, -0.587, -0.185], [-0.486, -0.226, -0.018], [-0.135, -0.019, 0.388], [-0.067, 0.219, -0.039], [-0.098, 0.046, -0.199], [0.125, 0.582, 0.229], [-0.257, -2.181, -0.572], [1.415, 1.656, 1.385], [0.192, -0.269, -0.001], [-0.803, 0.354, -1.654], [-0.592, -0.045, 0.361], [-0.049, 0.127, -0.282], [0.220, 0.420, 0.317], [0.572, -0.260, -0.532], [-0.333, 0.128, 0.324], [-0.106, 0.068, 0.287], [-0.092, -0.027, 0.324], [-0.067, -0.001, 0.037]], "nbo_charge": [1.64, -0.63, -0.63, 0.09, -0.62, -0.73, 0.22, 0.21, 0.19, 0.18, 0.22, 0.22, 0.18, 0.46, -0.63, 0.10, -0.63, -0.72, 0.23, 0.21, 0.21, 0.15, 0.22, 0.18, 0.22, 0.45]}

[2]
{"formula": "C11H30BrN3O3", "method": "ωB97M-V with the def2-TZVPD basis set", "total_charge": 2, "homo_lumo_gap_ha": 0.33641, "e_lumo_ev": -5.48, "homo_energy_ev": -14.64, "species": ["Br", "C", "C", "O", "N", "H", "H", "C", "H", "H", "H", "H", "H", "H", "C", "C", "O", "N", "H", "H", "C", "H", "H", "H", "H", "H", "H", "C", "N", "C", "C", "C", "C", "O", "H", "H", "H", "H", "H", "H", "H", "H", "H", "H", "H", "H", "H", "H"], "xyz": [[-1.846446, -0.350572, 1.732522], [0.070834, -2.972862, -1.161758], [-1.341916, -2.926802, -1.742458], [-1.747756, -3.155312, -2.896818], [-2.484076, -2.461502, -0.833588], [-2.333956, -1.800722, -0.084638], [-3.070686, -1.902322, -1.436338], [-3.247716, -3.656342, -0.266748], [0.322714, -2.063652, -0.615868], [0.792624, -3.110452, -1.966858], [0.201964, -3.869192, -0.555538], [-2.570976, -4.436712, 0.081312], [-3.846736, -4.122262, -1.049178], [-3.840616, -3.377152, 0.604242], [0.657014, 1.851668, 3.855592], [1.138594, 0.627738, 4.562382], [1.944754, 0.662498, 5.479632], [0.688514, -0.760132, 3.976222], [0.439864, -1.447612, 4.673102], [-0.141496, -0.512802, 3.456612], [1.739994, -1.375372, 3.080592], [-0.213296, 1.782358, 3.203032], [1.440034, 2.412098, 3.344802], [0.375684, 2.467688, 4.709682], [1.262934, -2.307972, 2.779312], [2.602604, -1.530822, 3.728552], [1.855634, -0.679342, 2.249772], [-1.059046, 2.102278, -2.159498], [0.300334, 2.277208, -1.487048], [1.117314, 3.484298, -2.160958], [0.181714, 2.677478, -0.043438], [1.261854, 1.052628, -1.526668], [1.446074, 0.327078, -2.894178], [0.332334, -0.373922, -3.171768], [-1.331566, 1.174078, -1.657218], [-0.863206, 1.867988, -3.205848], [-1.761856, 2.867938, -1.830978], [1.354344, 3.270248, -3.203118], [2.070774, 3.609088, -1.647688], [0.478524, 4.365918, -2.213728], [-0.368646, 1.848798, 0.402092], [-0.465506, 3.545578, 0.081522], [1.104024, 2.891068, 0.496752], [0.963114, 0.328758, -0.768448], [2.282104, 1.330728, -1.262378], [2.258964, -0.396532, -2.833398], [1.733854, 0.963408, -3.731068], [0.116414, -0.198242, -4.090528]], "forces_ev_per_a": [[0.450, -0.129, -0.293], [-0.546, -0.399, -0.780], [-1.056, -0.017, -3.796], [1.991, 0.661, 4.448], [-0.495, -1.295, -0.207], [1.321, 0.552, 1.361], [-0.638, -0.273, -0.641], [-0.046, -0.456, -0.085], [-0.335, -0.131, 0.194], [-0.322, 0.176, -0.243], [-0.267, 0.126, 0.409], [0.422, 0.349, -0.105], [-0.047, 0.385, 0.024], [-0.033, 0.400, -0.338], [-0.796, 0.365, 0.387], [3.135, -0.240, 1.999], [-2.592, -0.825, -2.621], [0.894, 1.495, 0.504], [-0.076, 0.073, 0.730], [-1.080, -0.363, -0.983], [-1.124, 0.294, 0.686], [0.058, -0.505, 0.051], [0.322, -0.391, 0.128], [-0.109, 0.360, -0.091], [0.505, -0.009, -0.325], [0.162, 0.025, -0.514], [0.409, -0.315, 0.057], [1.447, -1.701, 1.596], [3.358, 2.504, -0.749], [-0.846, -1.130, -0.394], [-1.576, -0.554, 0.265], [0.362, -0.295, -1.196], [1.420, 1.128, 1.192], [-2.766, -1.145, -1.108], [-0.780, -0.127, -0.367], [-0.485, 0.650, 0.111], [0.377, 0.259, -0.598], [-0.165, -0.508, 0.058], [-0.415, 0.136, 0.305], [0.076, -0.058, 0.612], [0.165, -0.077, 0.478], [0.074, 0.118, -0.450], [0.257, -0.330, -0.659], [-0.535, 0.091, -0.107], [-0.248, 0.822, 0.324], [0.568, 0.267, 0.644], [0.026, 0.555, 0.231], [-0.426, -0.520, -0.144]], "nbo_charge": [-0.88, -0.73, 0.72, -0.45, -0.62, 0.47, 0.44, -0.43, 0.25, 0.28, 0.27, 0.23, 0.25, 0.26, -0.77, 0.71, -0.42, -0.61, 0.45, 0.47, -0.40, 0.26, 0.27, 0.29, 0.24, 0.25, 0.22, -0.40, -0.21, -0.40, -0.44, -0.24, -0.09, -0.72, 0.22, 0.24, 0.25, 0.23, 0.23, 0.24, 0.25, 0.24, 0.24, 0.23, 0.24, 0.20, 0.19, 0.49]}

The records above yield E_tot values of -48775.4091, -92532.6948 eV, respectively.
The records above yield relative energy (zero: lowest compared OMol25 entry of this formula, charge and spin) values of 204.19, 223.33 kJ/mol, respectively.